Formula: C4H4O2
Source: the OMol25 dataset
Level of theory: ωB97M-V/def2-TZVPD

Its relative energy (zero: lowest compared OMol25 entry of this formula, charge and spin) is 601.47 kJ/mol. The strongest force on any atom comes out at 0.0113 Eh/bohr. The LUMO energy is 0.38 eV. The charge is 0. The calculated total energy comes out at -305.050372 Eh.

Each line ends with the Löwdin charge.
Element x y z (Å)
O  -2.437569  -0.480297  -0.000468  0.028
O  -0.064566  -0.931551  -0.250762  -0.054
C  3.021326  0.415770  0.657673  0.113
C  0.518382  0.204115  -0.208638  -0.236
C  -1.459367  0.339557  -0.414814  -0.119
C  1.887959  0.218085  0.278301  -0.096
H  4.025301  0.549031  0.999639  0.027
H  -1.502033  1.235108  0.192557  0.107
H  -2.414509  -1.291865  -0.530070  0.122
H  -1.334974  0.492606  -1.480127  0.109

Cartesian forces (eV/Å) of the 3 atoms listed first:
0.16 -0.16 -0.11
0.22 0.31 -0.01
-0.45 -0.11 -0.14



Formula: C5H13NO
Source: the OMol25 dataset
Level of theory: ωB97M-V/def2-TZVPD

Its relative energy (zero: lowest compared OMol25 entry of this formula, charge and spin) is 236.62 kJ/mol. The strongest force on any atom comes out at 0.0783 Eh/bohr. The LUMO energy is 0.55 eV. As for the SMILES: C=C(N)CCC.O. The charge is 0. The calculated total energy comes out at -328.228722 Eh.

Each line ends with the Löwdin charge.
Element x y z (Å)
O  -4.613665  -0.632459  4.469024  -0.051
N  -0.588837  -0.246855  0.350807  0.069
C  2.040419  1.284019  0.146577  -0.113
C  0.035928  -1.800486  -1.300787  -0.004
C  1.817610  0.720763  -1.320131  -0.246
C  0.385426  0.583030  -1.810749  -0.184
C  -0.338711  -0.515888  -1.002190  -0.384
H  1.424960  2.148632  0.423714  0.063
H  0.315674  0.392914  -2.883431  0.105
H  0.641647  -1.960931  -2.184170  0.053
H  -4.724170  -1.576621  4.305761  0.036
H  -1.139498  -1.028464  0.676591  0.080
H  1.941182  0.512762  0.897755  0.056
H  -4.198552  -0.329961  3.672377  0.015
H  0.030578  -2.486889  -0.451330  0.053
H  2.360122  1.345636  -2.046545  0.102
H  -0.652276  0.599080  0.872900  0.078
H  3.056818  1.661790  -0.031655  0.067
H  2.403401  -0.171867  -1.140903  0.098
H  -0.198051  1.501792  -1.643617  0.107

Cartesian forces (eV/Å) of the 3 atoms listed first:
-0.27 -0.51 0.42
-1.29 -1.53 -0.47
0.11 1.00 -1.95



Formula: C4H10N2
Source: the OMol25 dataset
Level of theory: ωB97M-V/def2-TZVPD

Its relative energy (zero: lowest compared OMol25 entry of this formula, charge and spin) is 241.87 kJ/mol. The strongest force on any atom comes out at 0.0679 Eh/bohr. The LUMO energy is 1.18 eV. As for the SMILES: C=NCCCN. The charge is 0. The calculated total energy comes out at -267.833203 Eh.

Each line ends with the Löwdin charge.
Element x y z (Å)
N  -1.158515  -0.216447  0.943691  -0.066
N  0.481971  -0.648021  -2.107963  -0.040
C  -1.554785  -0.051997  2.134917  -0.041
C  0.875175  0.686943  0.022965  -0.225
C  1.261017  -0.631432  -0.666570  -0.253
C  -0.691180  0.758846  0.042624  -0.302
H  1.021489  -1.537660  0.077275  0.119
H  -1.139635  0.541198  -0.948592  0.100
H  -0.834254  1.842685  0.307811  0.112
H  -1.802185  1.018591  2.356603  0.076
H  1.243159  1.570287  -0.642770  0.132
H  0.961118  -1.417497  -2.627121  0.045
H  1.207716  0.753238  1.095757  0.114
H  -0.465811  -1.120645  -2.072879  0.061
H  -1.802069  -0.762870  2.915924  0.062
H  2.396788  -0.785219  -0.831670  0.107

Cartesian forces (eV/Å) of the 3 atoms listed first:
0.07 -2.68 1.60
1.10 -2.27 1.53
-0.45 3.10 -1.54